Molecular formula: C4H12N2O2
Method: DFT, the ωB97M-V functional and the def2-TZVPD basis

Each line ends with the Mulliken charge.
Atoms and positions in Å:
C 1.30 0.66 -0.57  -0.35
C -0.81 0.36 -0.01  0.29
C 0.30 -2.18 -0.09  -0.11
C -2.08 -0.48 0.03  -1.49
N 2.06 0.30 0.50  -0.48
N 1.27 2.00 -0.87  -0.46
O 1.48 -2.26 -0.40  -0.55
O -0.53 0.89 1.30  -0.53
H -1.35 1.19 1.71  0.27
H 1.34 -0.01 -1.42  0.41
H -1.05 1.20 -0.67  0.11
H 1.79 0.72 1.38  0.28
H 2.23 -0.71 0.51  0.37
H 0.66 2.25 -1.63  0.28
H 1.15 2.61 -0.07  0.28
H -0.01 -2.02 0.96  0.27
H -0.50 -2.46 -0.80  0.29
H -2.93 0.10 0.41  0.42
H -2.33 -0.83 -0.97  0.33
H -1.98 -1.34 0.70  0.35

As for the spin multiplicity: 1. For the LUMO energy, the calculation gives 0.8257 eV. The total energy is -419.47762 a.u. The value obtained for the energy relative to the best compared isomer or geometry (same formula, charge and spin) is 4.649 eV. As for the molar mass: 120.15 g/mol.

Molecular formula: C4H12N2O2
Method: DFT, the ωB97M-V functional and the def2-TZVPD basis

Each line ends with the Mulliken charge.
Atoms and positions in Å:
N -0.05 -2.00 0.85  -0.52
C -1.31 -1.35 0.53  -0.79
C -0.94 0.39 0.35  0.13
N -0.02 0.73 1.37  -0.68
C -0.50 0.42 -1.06  -1.10
C 1.07 1.14 -1.22  0.01
O 1.31 2.28 -0.47  -0.58
O 1.96 0.10 -0.91  -0.49
H 0.62 -1.90 0.09  0.16
H -0.18 -2.96 1.14  0.22
H -1.85 -1.77 -0.34  0.35
H -1.98 -1.40 1.39  0.42
H -1.87 0.94 0.48  0.52
H -0.48 0.90 2.26  0.24
H 0.64 -0.04 1.49  0.29
H -1.13 1.05 -1.68  0.35
H -0.35 -0.53 -1.58  0.36
H 1.18 1.45 -2.27  0.39
H 1.03 2.07 0.45  0.42
H 2.85 0.47 -0.87  0.29

As for the spin multiplicity: 1. For the LUMO energy, the calculation gives 0.9477 eV. The total energy is -419.55878 a.u. The value obtained for the energy relative to the best compared isomer or geometry (same formula, charge and spin) is 2.441 eV. The SMILES is NC[C@@H](N)CC(O)O. As for the molar mass: 120.15 g/mol.

Molecular formula: C4H12N2O2
Method: DFT, the ωB97M-V functional and the def2-TZVPD basis

Each line ends with the Mulliken charge.
Atoms and positions in Å:
O -0.06 2.66 -1.61  -0.38
C -0.29 1.46 -1.66  0.14
N 0.66 0.50 -1.91  -0.02
C 0.39 -0.94 -1.77  -0.77
C 0.73 -1.47 -0.41  -0.45
C -0.28 -0.85 0.61  -0.39
N -0.09 -1.45 1.90  -0.63
H -1.36 1.07 -1.89  0.31
H 1.71 0.82 -1.93  0.35
H -0.55 -1.38 -2.15  0.39
H 1.05 -1.41 -2.53  0.34
H 1.80 -1.54 -0.14  0.39
H 0.47 -2.54 -0.38  0.39
H -1.40 -0.86 0.35  0.34
H 0.08 0.12 0.79  0.25
H 0.73 -2.17 2.04  0.32
H -0.88 -2.16 1.99  0.32
H -0.55 1.27 4.19  0.33
H -0.32 -0.10 3.24  0.40
O -0.94 0.62 3.59  -0.65

As for the spin multiplicity: 2. For the LUMO energy (alpha / beta), the calculation gives -3.2519 / -9.4514 eV. The net charge is +1. The total energy is -419.19829 a.u. The value obtained for the energy relative to the best compared isomer or geometry (same formula, charge and spin) is 3.645 eV. As for the molar mass: 120.15 g/mol.

Molecular formula: C4H12N2O2S
Method: DFT, the ωB97M-V functional and the def2-TZVPD basis

Each line ends with the Mulliken charge.
Atoms and positions in Å:
H 1.65 -1.65 -1.08  0.24
N 0.72 -1.26 -0.77  -0.82
C 0.72 -0.16 -0.07  0.39
N 1.91 0.43 0.32  -0.39
C -0.57 0.46 0.47  -0.43
C -1.10 -0.44 1.60  -0.27
C -2.34 0.13 2.27  -1.42
H 2.78 0.21 -0.15  0.20
H 1.84 1.30 0.89  0.21
H -1.14 0.43 -0.46  0.16
H -0.45 1.53 0.86  0.37
H -0.35 -0.56 2.45  0.26
H -1.33 -1.48 1.28  0.32
H -2.47 -0.44 3.14  0.40
H -2.08 1.09 2.63  0.37
H -3.16 0.28 1.63  0.39
O 2.16 0.85 -2.90  -0.48
S 0.47 0.77 -2.99  0.15
O 0.09 -0.79 -3.18  -0.49
H 2.56 0.49 -3.69  0.33
H 0.10 -1.18 -2.25  0.50

As for the spin multiplicity: 1. For the LUMO energy, the calculation gives 0.7145 eV. The total energy is -817.74415 a.u. The value obtained for the energy relative to the best compared isomer or geometry (same formula, charge and spin) is 1.824 eV. The SMILES is [H]/N=C(\N)CCC.OSO. As for the molar mass: 152.22 g/mol.

Molecular formula: C4H12N2O3
Method: DFT, the ωB97M-V functional and the def2-TZVPD basis

Each line ends with the Mulliken charge.
Atoms and positions in Å:
C 0.55 -0.99 -0.22  1.23
C 1.17 0.03 0.77  -0.88
C -0.96 2.35 0.65  -0.41
C 0.87 -0.61 -1.66  -1.58
N -0.90 -1.00 -0.02  -0.59
N -1.36 2.15 -0.60  -0.14
O 1.11 -2.27 0.02  -0.59
O 0.78 -0.24 2.09  -0.57
O -1.44 1.46 1.50  -0.31
H 1.24 -2.36 0.97  0.35
H 0.02 0.32 2.30  0.44
H -1.82 0.67 1.04  0.29
H 2.26 -0.06 0.71  0.42
H 0.85 1.09 0.49  0.28
H -1.08 -1.40 0.90  0.27
H -1.31 -1.63 -0.70  0.22
H -1.71 1.25 -0.92  0.23
H -1.12 2.83 -1.31  0.25
H 1.95 -0.56 -1.79  0.37
H 0.48 -1.37 -2.33  0.41
H 0.43 0.35 -1.91  0.32

As for the spin multiplicity: 1. For the LUMO energy, the calculation gives 0.7055 eV. The total energy is -494.79362 a.u. The value obtained for the energy relative to the best compared isomer or geometry (same formula, charge and spin) is 2.281 eV. As for the molar mass: 136.15 g/mol.

Molecular formula: C4H12N2O3S
Method: DFT, the ωB97M-V functional and the def2-TZVPD basis

Each line ends with the Mulliken charge.
Atoms and positions in Å:
C -2.50 0.46 1.92  -0.77
C 0.71 -1.42 -2.25  -0.93
C -0.33 0.39 0.84  -1.62
C 0.61 -0.37 -0.04  -0.04
N -1.54 -0.41 1.18  -0.34
N 0.16 -0.32 -1.44  -0.19
O 2.49 1.06 1.24  -0.54
O 3.08 0.07 -0.83  -0.61
O 1.57 2.07 -0.82  -0.46
S 2.06 0.72 -0.06  1.09
H -2.96 1.07 1.14  0.25
H -3.31 -0.12 2.62  0.67
H -1.90 1.20 2.67  0.24
H 1.72 -1.24 -2.45  0.35
H 0.80 -2.39 -1.73  0.32
H 0.03 -1.41 -3.25  0.30
H 0.16 0.74 1.85  0.31
H -0.71 1.32 0.40  0.21
H 0.88 -1.41 0.27  0.08
H -1.20 -1.29 1.68  1.09
H 0.98 1.62 -1.49  0.45
H -0.80 -0.33 -1.46  0.17

As for the spin multiplicity: 3. For the LUMO energy (alpha / beta), the calculation gives 0.4126 / -3.8929 eV. The total energy is -892.73602 a.u. The value obtained for the energy relative to the best compared isomer or geometry (same formula, charge and spin) is 4.072 eV. As for the molar mass: 168.22 g/mol.

Molecular formula: C4H12N2OS
Method: DFT, the ωB97M-V functional and the def2-TZVPD basis

Each line ends with the Mulliken charge.
Atoms and positions in Å:
N 0.64 1.81 -3.57  -0.63
C 0.51 1.60 -2.15  0.55
N -0.73 1.21 -1.77  -0.31
O 1.40 1.79 -1.35  -0.59
H 1.11 2.70 -3.67  0.30
H 1.28 1.12 -3.94  0.27
H -1.42 0.98 -2.46  0.20
H -0.98 1.34 -0.80  0.20
C -1.58 -0.52 1.07  -1.35
C -0.25 -1.26 1.02  -0.38
C 0.53 -1.12 2.31  -0.54
S 1.96 -2.24 2.26  -0.26
H -2.04 -0.55 0.08  0.32
H -1.44 0.52 1.33  0.30
H -2.26 -0.99 1.78  0.42
H -0.43 -2.32 0.80  0.36
H 0.33 -0.89 0.17  0.32
H -0.12 -1.33 3.16  0.35
H 0.89 -0.10 2.42  0.35
H 2.61 -1.75 3.31  0.12

As for the spin multiplicity: 1. For the LUMO energy, the calculation gives 0.7833 eV. The total energy is -742.56098 a.u. The value obtained for the energy relative to the best compared isomer or geometry (same formula, charge and spin) is 0.002 eV. The SMILES is NC(N)=O.CCCS. As for the molar mass: 136.22 g/mol.

Molecular formula: C4H12N2OS
Method: DFT, the ωB97M-V functional and the def2-TZVPD basis

Each line ends with the Mulliken charge.
Atoms and positions in Å:
C -1.25 0.16 -0.19  -0.99
N -2.38 -0.25 0.58  -0.45
C 0.33 -0.29 0.13  0.61
C 0.22 -1.81 -0.03  -1.26
S -0.33 -2.70 1.48  -0.12
N 1.40 0.36 -0.63  -0.35
C 1.89 1.62 -0.10  -0.34
O 1.14 2.83 -0.60  -0.54
H -1.46 -0.36 -1.16  0.50
H -1.09 1.32 -0.39  0.33
H -2.01 -1.72 0.35  -0.23
H -2.69 0.26 1.45  0.20
H 0.35 0.01 1.20  0.23
H -0.44 -2.04 -1.03  0.37
H 1.22 -2.41 -0.34  0.32
H -2.33 -2.69 0.15  0.47
H 1.15 0.74 -1.54  0.30
H 3.01 1.80 -0.21  0.33
H 1.71 1.53 0.97  0.30
H 1.54 3.62 -0.09  0.30

As for the spin multiplicity: 1. For the LUMO energy, the calculation gives -2.7830 eV. The total energy is -742.21979 a.u. The value obtained for the energy relative to the best compared isomer or geometry (same formula, charge and spin) is 9.286 eV. As for the molar mass: 136.22 g/mol.

Molecular formula: C4H12N2P
Method: DFT, the ωB97M-V functional and the def2-TZVPD basis

Each line ends with the Mulliken charge.
Atoms and positions in Å:
N -2.19 -0.91 -0.39  -0.50
C -1.83 0.50 -0.23  -0.93
C -0.89 0.75 0.99  -0.74
C 0.46 0.10 0.85  0.03
N 0.57 -0.81 -0.30  -0.14
C 1.49 0.35 -0.26  -0.24
P 3.43 0.18 0.17  -0.09
H -2.70 -1.16 0.42  0.21
H -2.79 -1.04 -1.15  0.20
H -2.65 1.12 0.07  0.42
H -1.19 0.65 -1.13  0.40
H -0.90 1.81 1.06  0.39
H -1.31 0.35 1.85  0.47
H 0.97 -0.23 1.81  0.38
H 0.91 -1.77 -0.28  0.32
H -0.22 -0.78 -0.90  0.24
H 1.23 1.03 -1.01  0.38
H 3.84 0.94 -1.01  0.12
H 3.77 -1.08 -0.54  0.10

As for the spin multiplicity: 1. For the LUMO energy, the calculation gives -3.0128 eV. The net charge is +1. The total energy is -610.13881 a.u. The value obtained for the energy relative to the best compared isomer or geometry (same formula, charge and spin) is 1.921 eV. The SMILES is NCC[C@H]1[NH2+][C@@H]1P. As for the molar mass: 119.13 g/mol.

Molecular formula: C4H12N2S
Method: DFT, the ωB97M-V functional and the def2-TZVPD basis

Each line ends with the Mulliken charge.
Atoms and positions in Å:
C -2.95 0.17 -0.12  -0.85
N -1.59 0.38 0.41  -0.31
C -0.55 -0.08 -0.50  -1.01
C 0.82 0.17 0.13  0.59
N 0.89 -0.63 1.35  -0.71
C 1.92 -0.27 -0.80  -1.00
S 3.54 0.40 -0.40  -0.19
H -3.14 0.76 -1.02  0.31
H -3.64 0.36 0.70  0.30
H -3.07 -0.85 -0.48  0.30
H -1.48 1.39 0.47  0.23
H -0.62 -1.16 -0.55  0.41
H -0.62 0.33 -1.51  0.41
H 0.91 1.25 0.36  0.20
H 0.32 -0.21 2.08  0.25
H 1.83 -0.52 1.74  0.25
H 1.94 -1.36 -0.84  0.42
H 1.76 0.08 -1.82  0.33
H 3.72 -0.20 0.78  0.09

As for the spin multiplicity: 1. For the LUMO energy, the calculation gives 0.9617 eV. The total energy is -667.28334 a.u. The value obtained for the energy relative to the best compared isomer or geometry (same formula, charge and spin) is 0.314 eV. The SMILES is CNC[C@@H](N)CS. As for the molar mass: 120.22 g/mol.

Molecular formula: C4H12N2S
Method: DFT, the ωB97M-V functional and the def2-TZVPD basis

Each line ends with the Mulliken charge.
Atoms and positions in Å:
N -1.17 2.15 0.01  -0.64
C -0.45 1.64 -1.15  -0.67
N 0.75 0.89 -0.86  -0.23
C 0.66 -0.57 -1.04  -0.98
C -0.03 -1.26 0.12  -0.74
C 0.56 -0.90 1.46  -0.34
S -0.05 -1.99 2.81  -0.26
H -0.53 2.60 0.66  0.26
H -1.64 1.41 0.52  0.26
H -0.28 2.49 -1.80  0.43
H -1.17 1.01 -1.67  0.37
H 1.59 1.21 -1.31  0.22
H 1.68 -0.93 -1.16  0.47
H 0.10 -0.80 -1.95  0.31
H 0.06 -2.34 0.01  0.52
H -1.10 -1.03 0.13  0.33
H 0.29 0.11 1.78  0.26
H 1.64 -1.01 1.40  0.33
H -0.91 -2.69 2.07  0.11

As for the spin multiplicity: 1. For the LUMO energy, the calculation gives 0.9896 eV. The total energy is -667.28379 a.u. The value obtained for the energy relative to the best compared isomer or geometry (same formula, charge and spin) is 0.302 eV. The SMILES is NCNCCCS. As for the molar mass: 120.22 g/mol.

Molecular formula: C4H12N2S
Method: DFT, the ωB97M-V functional and the def2-TZVPD basis

Each line ends with the Mulliken charge.
Atoms and positions in Å:
C -1.64 -1.38 0.47  -1.00
N -1.32 -0.03 0.07  -0.37
C 0.06 0.37 0.00  0.38
C 1.02 -0.51 -0.84  -0.75
N 1.48 -1.67 -0.04  -0.61
C 0.24 1.77 -0.63  -0.96
S -0.87 3.01 0.18  -0.25
H -1.25 -1.63 1.50  0.32
H -1.12 -2.14 -0.10  0.35
H -2.72 -1.44 0.58  0.33
H -1.79 0.66 0.64  0.24
H 0.47 0.27 1.02  0.17
H 0.75 -0.91 -1.82  0.32
H 1.96 -0.01 -1.11  0.42
H 0.95 -1.83 0.81  0.23
H 2.40 -1.68 0.39  0.24
H 0.07 1.67 -1.69  0.38
H 1.27 2.10 -0.49  0.42
H 0.04 3.38 1.06  0.12

As for the spin multiplicity: 1. For the LUMO energy, the calculation gives 0.8538 eV. The total energy is -667.25496 a.u. The value obtained for the energy relative to the best compared isomer or geometry (same formula, charge and spin) is 1.086 eV. The SMILES is CN[C@@H](CN)CS. As for the molar mass: 120.22 g/mol.